The following is a DFT calculation (ωB97M-V/def2-TZVPD) of C5H10O2 as an isolated structure.

Values from the calculation:
E_HOMO = -9.4 eV
Maximum force = 0.444 eV/A
Gap between HOMO and LUMO = 10.228 eV

```
17
Properties=species:S:1:pos:R:3:forces:R:3:nbo_charge:R:1
O 1.8727 0.1398 1.2668 0.246 0.137 0.161 -0.729
C 1.8820 -0.4288 -0.0303 -0.037 -0.173 -0.407 -0.056
C 0.4609 -0.8283 -0.3804 -0.033 -0.057 0.018 -0.416
C -0.5243 0.3246 -0.3935 0.051 0.019 -0.090 -0.264
C -2.0076 -0.0211 -0.5813 0.027 -0.220 -0.332 -0.049
O -2.3889 0.8023 0.5255 -0.089 0.073 0.124 -0.538
C -1.0101 0.9292 0.9334 0.187 0.122 0.204 -0.051
H 2.7676 0.4322 1.4752 -0.168 -0.028 0.038 0.472
H 2.5251 -1.3218 -0.0687 -0.054 0.170 0.043 0.162
H 2.2626 0.2923 -0.7716 -0.064 -0.080 0.118 0.155
H 0.1221 -1.5813 0.3428 0.030 0.054 -0.082 0.207
H 0.4689 -1.3070 -1.3688 0.018 0.026 0.128 0.212
H -0.2087 1.1009 -1.0998 0.018 -0.082 0.129 0.202
H -2.2189 -1.0857 -0.3970 -0.047 0.148 0.013 0.160
H -2.4836 0.2825 -1.5207 0.025 -0.014 0.154 0.175
H -0.7303 1.9683 1.1407 -0.081 -0.179 -0.026 0.180
H -0.7906 0.3128 1.8163 -0.029 0.084 -0.195 0.176
```
Positions in Å, forces in eV/Å.

The following is a DFT calculation (ωB97M-V/def2-TZVPD) of a 2-piece molecular cluster, C5H10O2 overall.

Values from the calculation:
E_HOMO = -9.8 eV
Maximum force = 2.035 eV/A
SMILES string = C[C@@H]1C=CCO1.O
Gap between HOMO and LUMO = 10.789 eV

```
17
Properties=species:S:1:pos:R:3:forces:R:3:nbo_charge:R:1
C 2.1275 -0.0099 -0.1635 0.535 1.667 -0.596 -0.631
C 0.8169 0.3970 0.4698 -0.498 -0.497 0.336 0.067
C -1.4515 0.7638 0.4245 0.742 -0.785 0.766 -0.106
C -1.1168 -0.4236 1.3307 -1.442 0.876 0.006 -0.206
C 0.1590 -0.6707 1.3130 1.125 0.391 0.202 -0.216
H 2.4389 0.7369 -0.9165 -0.245 -0.276 0.182 0.228
H 2.0491 -0.9438 -0.6543 -0.096 -1.049 -0.517 0.216
H 2.9905 -0.0419 0.5355 -0.897 -0.057 0.014 0.224
H 0.9712 1.2442 1.1473 0.138 0.285 -0.141 0.170
H -2.3872 0.6543 -0.1158 0.161 -0.060 -0.445 0.202
H -1.5136 1.7134 0.9940 0.130 -0.296 -0.068 0.176
H -1.8047 -0.8743 1.9928 -0.826 -0.529 0.393 0.209
H 0.6844 -1.3692 1.9463 0.081 -0.084 -0.099 0.220
H -1.6867 -1.2070 -2.9903 1.007 1.288 0.068 0.459
H -0.8942 -0.3155 -1.9567 -0.084 0.062 -1.441 0.489
O -0.2998 0.7613 -0.4210 1.007 0.362 0.015 -0.540
O -1.0830 -0.4150 -2.9357 -0.838 -1.297 1.326 -0.961
```
Positions in Å, forces in eV/Å.

The following is a DFT calculation (ωB97M-V/def2-TZVPD) of C5H10O2 in the gas phase.

Values from the calculation:
E_HOMO = -7.5 eV
Maximum force = 2.313 eV/A
Gap between HOMO and LUMO = 8.414 eV

```
17
Properties=species:S:1:pos:R:3:forces:R:3:nbo_charge:R:1
C 2.4401 -0.3030 0.7617 0.246 -0.047 0.036 -0.248
O 1.0498 -0.1470 0.6012 -0.160 0.025 0.083 -0.592
C 0.6194 -0.3955 -0.7572 -0.058 0.124 -0.089 -0.151
C -0.8335 -0.3054 -1.0576 -0.093 -0.916 -0.775 -0.205
C -1.9251 -0.7063 -0.2060 0.205 0.112 -0.098 -0.419
C -1.6693 0.8398 -0.1142 -1.585 1.302 0.030 -0.148
O -1.1431 1.3942 1.0322 0.204 0.140 0.269 -0.704
H 2.7511 -1.3404 0.5622 -0.088 0.155 0.026 0.169
H 2.6856 -0.0537 1.7973 -0.031 -0.041 -0.167 0.196
H 3.0089 0.3595 0.0890 -0.151 -0.084 0.104 0.167
H 1.2127 0.2586 -1.4177 -0.187 -0.026 0.164 0.181
H 0.8954 -1.4349 -1.0239 -0.186 0.259 0.001 0.206
H -1.5770 1.4244 -1.0697 2.155 -0.653 -0.526 0.348
H -2.8637 -1.0149 -0.6920 0.361 0.220 0.162 0.204
H -1.8473 -1.1353 0.8046 0.301 0.357 -0.235 0.215
H -2.6108 1.3799 -0.3904 -0.716 -0.755 1.110 0.275
H -0.1932 1.1800 1.0806 -0.216 -0.172 -0.094 0.506
```
Positions in Å, forces in eV/Å.